[1]
Computed, not measured: a 8-piece molecular cluster, C22H63N3O8 overall, with wB97M-V/def2-TZVPD.

Last column: Löwdin charge in e.
Geometry (Å):
C: 18.518 17.063 -2.958  -0.094
O: 18.696 17.630 -1.671  -0.188
C: 17.572 18.008 -0.893  -0.184
C: 16.932 19.259 -1.461  -0.422
C: 17.804 20.530 -1.280  -0.032
N: 15.561 19.561 -1.097  0.064
H: 17.826 16.222 -3.002  0.071
H: 19.457 16.756 -3.417  0.089
H: 18.171 17.845 -3.634  0.079
H: 16.860 17.186 -0.969  0.108
H: 17.887 18.156 0.140  0.123
H: 16.851 19.114 -2.538  0.113
H: 17.774 20.869 -0.244  0.074
H: 17.485 21.299 -1.984  0.079
H: 18.854 20.273 -1.426  0.074
H: 15.053 18.737 -0.809  0.032
H: 15.576 20.175 -0.295  0.042
C: 16.599 13.600 -2.155  -0.111
O: 16.496 12.167 -2.200  -0.187
C: 16.879 11.569 -0.944  -0.185
C: 16.794 10.014 -0.995  -0.434
C: 15.367 9.373 -0.894  -0.055
N: 17.591 9.496 0.074  0.016
H: 16.338 14.025 -3.124  0.084
H: 17.665 13.812 -2.078  0.083
H: 16.006 14.145 -1.421  0.066
H: 17.910 11.852 -0.731  0.120
H: 16.164 11.856 -0.172  0.116
H: 17.221 9.723 -1.955  0.137
H: 14.785 9.943 -1.619  0.070
H: 14.885 9.472 0.079  0.068
H: 15.556 8.336 -1.171  0.072
H: 17.110 9.647 0.949  0.070
H: 17.615 8.488 0.014  0.070
C: 11.458 12.000 1.056  -0.102
O: 11.602 12.519 2.349  -0.170
C: 12.329 13.718 2.377  -0.192
C: 12.799 14.115 3.805  -0.460
C: 11.724 14.217 4.811  -0.057
N: 13.447 15.343 3.758  0.045
H: 10.829 11.114 1.136  0.094
H: 12.375 11.827 0.493  0.088
H: 10.893 12.764 0.522  0.079
H: 13.266 13.655 1.825  0.102
H: 11.748 14.489 1.870  0.113
H: 13.462 13.307 4.113  0.151
H: 11.321 13.211 4.930  0.085
H: 10.931 14.832 4.385  0.080
H: 12.035 14.588 5.788  0.089
H: 14.001 15.518 4.584  0.115
H: 12.795 16.106 3.643  0.109
C: 13.033 15.272 -0.741  -0.074
C: 13.147 16.639 -0.173  -0.305
O: 14.489 17.113 -0.163  -0.115
H: 12.054 14.842 -0.529  0.066
H: 13.822 14.580 -0.445  0.065
H: 13.099 15.351 -1.826  0.079
H: 12.880 16.613 0.884  0.095
H: 12.448 17.349 -0.615  0.093
H: 15.039 16.552 0.389  0.051
C: 15.679 18.753 2.444  -0.079
C: 14.515 19.624 2.178  -0.320
O: 14.969 20.866 1.665  -0.086
H: 16.273 18.562 1.551  0.055
H: 15.475 17.803 2.939  0.067
H: 16.401 19.151 3.157  0.083
H: 13.900 19.817 3.057  0.113
H: 13.894 19.187 1.396  0.096
H: 14.212 21.332 1.302  0.089
C: 9.937 18.404 0.867  -0.095
C: 9.182 17.159 1.096  -0.319
O: 9.696 16.700 2.356  -0.102
H: 11.006 18.199 0.930  0.057
H: 9.633 19.114 1.636  0.087
H: 9.649 18.774 -0.117  0.076
H: 9.411 16.389 0.359  0.109
H: 8.110 17.352 1.130  0.115
H: 9.309 15.836 2.517  0.072
C: 11.830 19.401 -2.578  -0.091
C: 12.860 18.598 -3.349  -0.327
O: 13.948 19.359 -3.824  -0.082
H: 11.361 20.131 -3.239  0.074
H: 12.261 20.002 -1.778  0.070
H: 11.084 18.699 -2.207  0.056
H: 12.374 18.156 -4.219  0.113
H: 13.273 17.794 -2.741  0.087
H: 14.533 19.581 -3.096  0.033
C: 17.529 14.168 1.626  -0.061
C: 16.231 14.182 2.448  -0.302
O: 15.377 15.159 1.910  -0.146
H: 18.200 13.359 1.916  0.079
H: 18.100 15.080 1.794  0.074
H: 17.249 14.216 0.574  0.046
H: 16.499 14.485 3.460  0.110
H: 15.591 13.302 2.396  0.103
H: 14.643 15.310 2.510  -0.009

ΔE to the lowest compared entry with this formula, charge and spin: 1.214 eV
frontier orbital gap: 8.997 eV
energy: -1642.04903 Ha



[2]
Computed, not measured: a 5-piece molecular cluster, C22H36BrFN2O18S overall, with wB97M-V/def2-TZVPD.

Last column: Löwdin charge in e.
Geometry (Å):
C: -2.974 3.701 -0.153  -0.067
C: -3.750 2.985 -1.415  -0.338
O: -4.435 4.009 -2.242  -0.133
C: -4.776 1.753 -0.939  -0.141
N: -4.445 0.580 -1.834  -0.142
C: -4.994 -0.731 -1.325  -0.195
C: -4.049 -1.523 -0.246  -0.162
O: -2.700 -1.858 -0.705  -0.161
C: -1.751 -0.753 -0.629  -0.662
Br: -1.304 -0.470 -2.600  0.807
O: -2.010 0.444 0.176  -0.209
S: -1.392 -0.001 1.739  0.924
O: -1.033 1.184 2.719  -0.325
O: -2.311 -0.860 2.662  -0.324
O: -0.116 -1.139 1.423  -0.171
C: -0.246 -1.220 -0.069  -0.438
N: 0.575 0.025 -0.467  0.027
C: 0.331 -2.675 -0.560  -0.051
C: 1.961 -2.833 -0.496  -0.252
C: 2.463 -4.394 -0.180  -0.053
F: 2.634 -1.972 0.513  -0.116
H: -1.922 3.192 0.066  0.084
H: -2.741 4.834 -0.433  0.093
H: -3.629 3.692 0.818  0.064
H: -2.902 2.528 -2.119  0.132
H: -3.767 4.364 -2.928  0.117
H: -5.904 2.045 -1.122  0.141
H: -4.521 1.475 0.169  0.125
H: -4.710 0.737 -2.832  0.119
H: -6.004 -0.466 -0.746  0.131
H: -5.315 -1.447 -2.201  0.130
H: -4.595 -2.569 -0.054  0.155
H: -4.113 -0.957 0.779  0.119
H: 1.117 0.387 0.354  0.101
H: 1.289 -0.216 -1.189  0.030
H: -0.127 -3.533 0.124  0.144
H: -0.002 -2.943 -1.673  0.133
H: 2.443 -2.579 -1.558  0.148
H: 3.346 -4.718 -0.913  0.084
H: 2.947 -4.385 0.910  0.100
H: 1.577 -5.161 -0.154  0.091
O: -7.035 4.822 1.485  0.137
C: -6.282 4.769 2.443  -0.511
O: -6.472 5.447 3.612  0.064
C: -5.521 4.949 4.535  -0.141
C: -4.443 4.403 3.656  -0.141
O: -5.139 4.023 2.485  0.025
H: -5.161 5.748 5.189  0.138
H: -5.994 4.174 5.147  0.137
H: -3.694 5.159 3.394  0.138
H: -3.937 3.543 4.104  0.141
O: 2.551 -0.038 -2.612  0.097
C: 2.194 0.886 -3.324  -0.515
O: 2.170 2.194 -2.936  0.068
C: 1.919 2.963 -4.098  -0.134
C: 1.235 1.996 -5.008  -0.139
O: 1.765 0.745 -4.612  0.059
H: 1.293 3.828 -3.862  0.140
H: 2.874 3.314 -4.502  0.138
H: 0.149 1.982 -4.864  0.130
H: 1.451 2.192 -6.062  0.140
O: 4.013 -7.514 -1.591  0.136
C: 4.990 -7.080 -1.004  -0.512
O: 6.214 -7.685 -0.990  0.067
C: 7.119 -6.769 -0.404  -0.139
C: 6.234 -5.892 0.420  -0.133
O: 5.002 -5.926 -0.276  0.006
H: 7.864 -7.293 0.200  0.138
H: 7.629 -6.218 -1.201  0.137
H: 6.080 -6.284 1.431  0.139
H: 6.611 -4.868 0.491  0.141
O: 6.824 1.450 4.296  0.129
C: 5.827 1.243 3.624  -0.517
O: 5.243 2.165 2.804  0.061
C: 4.268 1.479 2.042  -0.142
C: 3.947 0.289 2.887  -0.139
O: 5.150 0.057 3.594  0.063
H: 3.394 2.113 1.868  0.136
H: 4.704 1.201 1.077  0.137
H: 3.146 0.490 3.606  0.139
H: 3.674 -0.585 2.288  0.120

frontier orbital gap: 7.826 eV
energy: -5395.49766 Ha



no.,E_LUMO (eV)
1,0.44
2,-0.95